Molecular formula: C51H74BClF10N3O14PS
Method: DFT, ωB97M-V with the def2-TZVPD basis set

Results
highest occupied orbital energy: -8.418 eV
SMILES: [H]/N=C(\C)Cc1cc2c(c(N(C)C(C)=O)c1CB(O)O)N(P(O)Cl)c1c(C[C@H](C)OCc3ccccc3)c(C(F)(F)C(F)(F)F)cc(C(F)(F)C(F)(F)F)c1S2.COCCOCCOC.COCCOCCOC.COCCOCCOC
gap between HOMO and LUMO: 7.12 eV
E_LUMO: -1.302 eV

CARTESIAN COORDINATES (ANGSTROEM)
H 9.309 -0.351 -1.414
N 8.806 0.490 -1.815
C 7.737 0.668 -0.971
C 7.455 -0.320 0.326
C 6.667 1.904 -1.315
C 5.209 1.143 -1.566
C 5.103 -0.312 -2.318
C 3.634 -1.000 -2.519
C 2.183 -0.377 -2.017
C 2.298 1.111 -1.262
N 1.137 1.923 -0.758
C 0.130 1.143 0.038
C 0.529 2.832 -1.796
C -0.094 4.345 -1.445
O 0.494 2.499 -3.099
C 3.801 1.817 -1.055
C 3.924 3.312 -0.329
B 4.167 3.114 1.289
O 3.174 2.248 2.009
O 5.301 3.683 2.067
N 0.847 -1.041 -2.245
P 0.233 -0.704 -3.924
O 0.315 -2.134 -4.911
Cl -1.851 -0.173 -3.864
C 0.874 -2.542 -2.076
C -0.380 -3.377 -1.345
C -1.605 -2.445 -0.784
C -1.599 -2.170 0.830
C -0.977 -3.372 1.752
O -2.961 -1.870 1.376
C -3.412 -0.602 0.784
C -4.037 0.475 1.863
C -3.264 0.983 3.236
C -4.016 2.117 4.197
C -5.517 2.720 3.778
C -6.320 2.195 2.446
C -5.556 1.072 1.507
C -0.447 -5.002 -1.178
C -1.616 -5.910 -0.507
F -2.019 -6.921 -1.556
F -2.853 -5.236 -0.096
C -1.055 -6.846 0.761
F -2.074 -7.001 1.833
F -0.808 -8.241 0.235
F 0.239 -6.376 1.308
C 0.853 -5.871 -1.777
C 2.137 -5.155 -2.498
C 3.349 -6.090 -3.084
F 3.657 -5.763 -4.522
F 2.965 -7.550 -3.101
C 4.682 -5.938 -2.135
F 4.283 -5.270 -0.844
F 5.777 -5.191 -2.847
F 5.153 -7.333 -1.831
C 2.109 -3.524 -2.628
S 3.561 -2.670 -3.446
H 6.547 -1.024 0.025
H 7.231 0.309 1.299
H 8.420 -0.986 0.482
H 6.637 2.660 -0.405
H 6.975 2.510 -2.269
H 6.101 -0.810 -2.716
H -0.851 1.065 -0.617
H -0.101 1.748 1.019
H 0.616 0.075 0.260
H -1.010 4.307 -0.719
H -0.460 4.864 -2.455
H 0.762 5.064 -1.034
H 4.793 3.962 -0.820
H 2.942 3.946 -0.458
H 3.345 1.292 1.710
H 5.871 2.912 2.413
H -0.630 -2.490 -4.966
H -2.674 -2.887 -1.080
H -1.590 -1.367 -1.299
H -0.960 -1.199 1.074
H -1.735 -4.254 1.985
H -0.744 -2.886 2.818
H 0.081 -3.774 1.376
H -4.233 -0.894 -0.032
H -2.571 -0.017 0.186
H -2.191 0.558 3.530
H -3.485 2.531 5.182
H -6.056 3.552 4.426
H -7.381 2.595 2.132
H -6.094 0.663 0.530
H 0.865 -7.054 -1.707
C -7.511 3.371 -5.363
O -7.074 2.075 -5.742
C -5.671 1.891 -5.547
C -5.363 0.440 -5.187
O -5.678 0.103 -3.828
C -7.075 0.005 -3.512
C -7.760 -1.207 -4.148
O -8.049 -0.950 -5.523
C -8.078 -2.133 -6.303
H -7.055 4.129 -6.004
H -8.598 3.412 -5.476
H -7.270 3.563 -4.313
H -5.298 2.551 -4.750
H -5.175 2.152 -6.487
H -4.279 0.294 -5.276
H -5.825 -0.265 -5.883
H -7.593 0.939 -3.739
H -7.115 -0.117 -2.424
H -8.714 -1.397 -3.645
H -7.117 -2.086 -4.042
H -7.126 -2.668 -6.225
H -8.225 -1.851 -7.349
H -8.903 -2.779 -5.988
C -5.812 8.386 5.576
O -6.986 8.372 4.779
C -6.793 7.708 3.529
C -8.081 7.022 3.080
O -8.358 5.800 3.780
C -8.773 5.937 5.147
C -10.172 6.539 5.302
O -10.125 7.957 5.133
C -11.345 8.486 4.643
H -5.026 8.967 5.087
H -6.055 8.847 6.536
H -5.468 7.364 5.765
H -5.989 6.961 3.604
H -6.506 8.469 2.798
H -7.958 6.731 2.030
H -8.942 7.696 3.114
H -8.024 6.477 5.730
H -8.799 4.916 5.543
H -10.546 6.344 6.313
H -10.848 6.081 4.573
H -11.614 8.015 3.692
H -11.208 9.556 4.465
H -12.145 8.345 5.377
C 11.311 -6.854 0.131
O 11.964 -5.741 0.721
C 11.872 -4.563 -0.081
C 11.829 -3.315 0.799
O 10.555 -3.091 1.419
C 10.204 -3.991 2.480
C 11.043 -3.796 3.747
O 12.323 -4.412 3.595
C 13.325 -3.782 4.374
H 11.804 -7.133 -0.804
H 11.365 -7.693 0.829
H 10.255 -6.626 -0.048
H 10.975 -4.592 -0.716
H 12.761 -4.534 -0.719
H 11.993 -2.444 0.154
H 12.633 -3.304 1.540
H 10.213 -5.026 2.134
H 9.163 -3.753 2.726
H 10.547 -4.281 4.594
H 11.146 -2.726 3.954
H 13.399 -2.720 4.119
H 14.284 -4.254 4.146
H 13.111 -3.903 5.441

Mulliken atomic charge list, values in e, 5 entries: 0.28, -0.68, 0.09, -0.34, -0.20

---

Molecular formula: C51H78O35
Method: DFT, ωB97M-V with the def2-TZVPD basis set

Results
highest occupied orbital energy: -7.720 eV
gap between HOMO and LUMO: 8.11 eV
E_LUMO: 0.393 eV

CARTESIAN COORDINATES (ANGSTROEM)
C 16.951 -12.217 10.704
O 15.725 -12.045 9.994
C 15.223 -13.065 9.364
O 15.593 -14.186 9.276
O 14.104 -12.589 8.706
C 13.567 -13.527 7.822
H 17.430 -11.232 10.839
H 17.594 -12.920 10.200
H 16.780 -12.564 11.679
H 13.085 -14.290 8.470
H 14.288 -13.994 7.136
H 12.792 -13.024 7.246
C 21.635 -10.935 18.777
O 21.234 -12.325 18.873
C 22.152 -13.191 18.321
O 23.020 -12.936 17.534
O 21.765 -14.403 18.742
C 22.595 -15.594 18.412
H 21.873 -10.665 17.741
H 22.482 -10.753 19.440
H 20.707 -10.475 19.190
H 22.887 -15.976 19.415
H 23.554 -15.216 18.018
H 22.016 -16.321 17.849
C 16.835 -9.655 22.430
O 17.886 -9.907 21.531
C 17.582 -10.230 20.331
O 18.408 -10.335 19.460
O 16.224 -10.415 20.179
C 15.803 -10.755 18.806
H 16.195 -8.838 22.048
H 17.377 -9.232 23.313
H 16.144 -10.482 22.690
H 16.315 -11.688 18.332
H 15.995 -10.001 17.968
H 14.736 -10.909 18.834
C 19.175 -15.547 9.582
O 20.319 -15.226 8.705
C 21.316 -16.133 8.727
O 21.273 -17.249 9.152
O 22.428 -15.500 8.258
C 23.642 -16.254 8.258
H 19.337 -16.582 9.897
H 18.325 -15.570 8.995
H 19.250 -14.859 10.383
H 24.410 -15.561 7.872
H 23.510 -17.147 7.644
H 23.954 -16.588 9.221
C 15.767 -12.543 14.859
O 16.114 -11.229 15.427
C 16.519 -10.401 14.448
O 16.452 -10.684 13.279
O 16.921 -9.245 14.966
C 17.553 -8.366 14.066
H 15.561 -13.088 15.756
H 16.599 -12.968 14.335
H 14.918 -12.487 14.204
H 17.904 -7.532 14.631
H 16.801 -7.986 13.397
H 18.352 -8.874 13.535
C 21.098 -7.501 19.603
O 22.287 -8.204 19.248
C 23.446 -7.542 19.591
O 23.593 -6.585 20.300
O 24.375 -8.264 18.910
C 25.749 -7.981 19.201
H 20.531 -7.093 18.741
H 21.278 -6.674 20.252
H 20.375 -8.224 19.988
H 26.069 -7.489 18.299
H 26.249 -8.891 19.443
H 25.848 -7.239 19.980
C 19.296 -10.653 16.390
O 18.996 -10.920 15.048
C 19.375 -12.102 14.528
O 19.030 -12.420 13.403
O 20.204 -12.793 15.325
C 20.670 -14.047 14.867
H 19.386 -11.654 16.891
H 18.377 -10.190 16.818
H 20.169 -9.972 16.453
H 21.647 -14.027 14.429
H 19.928 -14.482 14.144
H 20.684 -14.764 15.729
C 17.407 -5.996 21.869
O 17.790 -5.674 20.514
C 17.458 -6.600 19.620
O 16.719 -7.528 19.839
O 18.049 -6.284 18.456
C 17.943 -7.291 17.374
H 18.041 -6.752 22.341
H 16.353 -6.167 21.915
H 17.517 -5.016 22.419
H 18.284 -6.859 16.474
H 16.889 -7.490 17.229
H 18.518 -8.204 17.536
C 25.253 -13.218 14.379
O 24.894 -14.330 13.523
C 23.774 -14.401 12.817
O 23.405 -15.399 12.280
O 23.180 -13.251 12.732
C 22.156 -13.009 11.828
H 26.211 -12.916 13.959
H 25.464 -13.562 15.361
H 24.529 -12.422 14.395
H 22.453 -12.040 11.379
H 21.315 -12.882 12.484
H 22.079 -13.781 11.091
C 18.383 -15.540 20.827
C 17.357 -16.256 20.251
C 16.666 -15.753 19.142
C 16.949 -14.456 18.656
C 17.950 -13.708 19.325
C 18.686 -14.264 20.391
O 19.667 -13.595 21.027
O 15.760 -16.603 18.441
H 19.012 -15.915 21.617
H 17.124 -17.308 20.572
H 16.286 -14.006 17.946
H 18.120 -12.589 19.179
H 20.221 -13.230 20.275
H 15.576 -17.255 19.122
C 22.973 -8.560 16.170
C 22.069 -7.825 15.350
C 21.477 -8.366 14.224
C 21.666 -9.657 13.971
C 22.504 -10.425 14.793
C 23.228 -9.887 15.821
O 24.164 -10.579 16.513
O 20.704 -7.681 13.313
H 23.556 -8.108 16.989
H 21.939 -6.746 15.667
H 21.146 -10.065 13.049
H 22.530 -11.482 14.513
H 24.471 -11.331 16.033
H 20.478 -6.772 13.581
C 19.001 -19.318 13.079
C 19.382 -19.028 14.365
C 20.388 -18.094 14.604
C 21.114 -17.640 13.551
C 20.854 -18.003 12.275
C 19.723 -18.798 12.028
O 19.455 -19.166 10.672
O 20.682 -17.587 15.830
H 18.310 -20.086 12.843
H 18.676 -19.183 15.186
H 22.056 -17.083 13.803
H 21.395 -17.500 11.568
H 20.187 -18.868 10.097
H 19.855 -17.591 16.368
C 15.486 -16.275 15.122
C 14.692 -15.825 14.106
C 15.213 -15.513 12.865
C 16.591 -15.734 12.603
C 17.408 -16.119 13.704
C 16.863 -16.387 14.993
O 17.765 -16.703 15.960
O 14.469 -14.936 11.864
H 15.044 -16.472 16.043
H 13.630 -15.873 14.218
H 17.002 -15.504 11.622
H 18.473 -16.319 13.663
H 17.287 -16.933 16.755
H 14.868 -15.019 10.973

Mulliken atomic charge list, values in e, 5 entries: 0.00, -0.36, 0.88, -0.62, -0.37